Entry from the OMol25 dataset: a 2-piece molecular cluster, C5H11NO2 overall (the ωB97M-V functional and the def2-TZVPD basis).

Bonds (Å) are listed after each position.
Geometry (Å):
1 C 0.65 1.63 1.25  C2 1.523, H6 1.088, H7 1.087, H8 1.086
2 C 0.54 0.16 0.89  C1 1.523, C3 1.706, H9 1.089, H10 1.092
3 C 0.95 -0.02 -0.76  C2 1.706, C4 1.519, O5 1.373, H11 1.094
4 C 0.58 -1.40 -1.27  C3 1.519, H12 1.086, H13 1.094, H14 1.089
5 O 0.46 1.02 -1.50  C3 1.373, H15 0.982
6 H 1.60 2.05 0.91  C1 1.088
7 H -0.13 2.22 0.77  C1 1.087
8 H 0.59 1.77 2.33  C1 1.086
9 H -0.24 -0.33 1.46  C2 1.089
10 H 1.38 -0.40 1.33  C2 1.092
11 H 2.04 0.10 -0.75  C3 1.094
12 H 0.89 -2.17 -0.57  C4 1.086
13 H 1.06 -1.56 -2.23  C4 1.094
14 H -0.49 -1.49 -1.43  C4 1.089
15 H -0.51 1.05 -1.38  O5 0.982
16 N -2.21 -1.34 0.61  C17 1.212, H19 1.008
17 C -2.02 -0.21 0.21  N16 1.212, O18 1.179
18 O -2.08 0.77 -0.45  C17 1.179
19 H -3.07 -1.85 0.60  N16 1.008

Computed properties:
energy relative to the best compared isomer or geometry (same formula, charge and spin)	198.71	kJ/mol
E	-402.3025	Ha
orbital gap	10.06	eV
LUMO level	0.4	eV
highest occupied orbital energy	-9.6	eV
SMILES	CC[C@@H](C)O.N=C=O

Results of the Löwdin charge analysis, in e, for atoms 1 through 8:
1. C -0.1164
2. C -0.2016
3. C -0.4178
4. C -0.0577
5. O -0.0460
6. H 0.0763
7. H 0.0635
8. H 0.0693